Molecular formula: C24H27AsClIO2PPt
Method: DFT, ωB97M-V with the def2-TZVPD basis set

Structure (XYZ):
```
58
Properties=species:S:1:pos:R:3:lowdin_spin:R:1
C -1.449 2.671 1.825 0.12
C -1.651 2.013 0.465 0.28
H -2.429 2.878 2.263 0.00
H -0.866 3.589 1.719 0.00
H -0.856 2.025 2.476 0.00
O -2.783 1.813 0.061 0.49
I 2.173 0.643 -2.394 1.23
Pt 0.001 1.465 -0.679 0.40
P 0.137 3.591 -1.724 0.08
C -0.767 3.661 -3.308 0.01
C -0.549 4.990 -0.765 0.01
H 2.502 3.828 -1.332 0.00
H 1.851 5.204 -2.288 0.00
H 2.134 3.601 -3.052 0.02
C 1.828 4.119 -2.140 0.04
H -0.001 5.085 0.175 0.00
H -0.453 5.923 -1.331 0.00
H -0.670 4.653 -3.760 0.00
H -1.825 3.441 -3.140 0.00
H -1.602 4.803 -0.543 0.00
H -0.347 2.903 -3.975 0.00
C -1.125 0.815 -2.004 0.03
O -1.813 0.407 -2.836 0.00
Cl 1.535 2.285 0.986 0.02
C 3.499 -4.376 -0.796 0.00
C 2.798 -3.726 -1.810 0.02
C 1.831 -2.774 -1.488 0.04
C 1.541 -2.461 -0.146 0.03
C 2.255 -3.121 0.869 0.01
C 3.227 -4.075 0.542 0.03
As 0.226 -1.021 0.192 0.10
C -1.432 -1.909 -0.443 0.14
C -2.672 -1.384 -0.058 0.06
C -3.867 -1.989 -0.464 0.30
C -3.836 -3.140 -1.252 0.12
C -2.611 -3.688 -1.628 0.03
C -1.418 -3.082 -1.226 0.30
C 0.533 -0.782 2.109 0.02
C -0.492 -1.115 3.003 0.01
C -0.295 -0.984 4.381 0.00
C 0.930 -0.520 4.870 0.00
C 1.959 -0.195 3.982 0.00
C 1.763 -0.329 2.603 0.00
H 4.255 -5.108 -1.049 0.00
H 3.009 -3.949 -2.849 0.00
H 1.309 -2.267 -2.288 0.01
H 2.078 -2.905 1.910 0.00
H 3.780 -4.576 1.325 0.00
H -2.715 -0.515 0.572 0.00
H -4.817 -1.569 -0.160 0.01
H -4.758 -3.612 -1.563 0.00
H -2.583 -4.588 -2.229 0.00
H -0.509 -3.556 -1.532 0.01
H -1.441 -1.481 2.634 0.00
H -1.089 -1.243 5.068 0.00
H 1.084 -0.422 5.937 0.00
H 2.911 0.154 4.361 0.00
H 2.571 -0.094 1.924 0.00
```

Highest occupied orbital energy (alpha / beta): -15.85 / -17.12 eV
Charge: +3
DFT total energy: -4534.384918 hartree
Multiplicity: 5
Expectation value of S²: 6.031
Frontier orbital gap (alpha / beta): 5.9 / 3.5 eV